# C8H15IS2

2 unconnected molecules or ions with the total composition C8H15IS2 (wB97M-V/def2-TZVPD, the OMol25 dataset).

The geometry in XYZ format:
```
26
Properties=species:S:1:pos:R:3:forces:R:3
C 5.371135 1.630896 -0.299557 3.7 -2.4 1.5
C 4.491019 0.853999 0.260095 -2.8 1.6 -0.5
C -1.695821 -0.400021 -0.079957 2.8 1.7 -2.2
C -0.294625 -0.646833 -0.682742 -1.7 2.6 -4.4
C -2.548034 -1.647170 -0.013077 -0.1 3.9 -0.7
C 0.536903 0.685330 -0.858844 3.2 -4.8 1.5
C -3.922059 -1.100275 0.135716 -3.1 -4.1 4.4
C 1.166582 1.175870 0.430144 -0.5 -1.8 0.8
S -4.061537 -0.084344 1.666918 0.1 0.2 0.5
S 2.373552 2.480355 0.235143 1.6 -2.1 0.4
I 3.989823 -1.023794 0.855169 0.5 0.7 0.0
H 6.529693 1.464720 -0.219188 -2.2 -0.3 -0.3
H 5.164592 2.498774 -0.798705 -0.9 2.2 -0.8
H -1.438017 0.134122 0.812799 -0.6 -0.2 1.1
H -2.015233 0.443380 -0.742899 -0.9 -0.9 0.4
H -0.322316 -1.091815 -1.778915 -0.4 0.7 2.0
H 0.177618 -1.335411 -0.141441 2.4 -2.8 2.4
H -2.063636 -2.245730 0.664772 0.1 -1.7 2.4
H -2.372633 -2.085426 -0.921853 -0.1 -1.4 -2.5
H -0.035092 1.400802 -1.253575 -2.1 2.8 -2.0
H 1.411210 0.399981 -1.485212 -0.7 0.5 -0.2
H -4.841213 -1.878748 0.324550 2.5 1.3 -0.8
H -4.281993 -0.508289 -0.612677 -0.3 1.7 -2.2
H 0.299854 1.405454 1.038070 0.2 0.9 0.8
H 1.577064 0.243894 0.993600 -0.1 1.6 -0.8
H -3.196833 -0.769730 2.471663 -0.4 0.2 -0.5
```
Forces are in eV/Å.

The HOMO-LUMO gap (alpha / beta) comes out at 0.267 / 0.264 Ha. The energy relative to the best compared isomer or geometry (same formula, charge and spin) comes out at 41.5 kcal/mol. As for the LUMO energy (alpha / beta): -1.136 / -1.176 eV. As for the net charge: 0. As for the spin multiplicity: 1.

Löwdin atomic charge list, values in e, 4 entries: atom 1 (C): -0.17, atom 2 (C): -0.77, atom 3 (C): -0.28, atom 4 (C): -0.20